C34H30HfN4O3PSe2 | ωB97M-V with the def2-TZVPD basis set

## Properties
ΔE to the lowest compared entry with this formula, charge and spin: 0.0 kcal/mol
Net charge: +1
DFT total energy: -6950.6988 Ha
LUMO level: -0.119 Ha
HOMO level: -10.38 eV

Last column: Löwdin charge in e.
Atoms and positions in Å:
Hf: -0.19774 0.64123 0.65810  1.398
Se: 2.05761 -0.33977 -0.79168  0.412
Se: -0.96231 -1.94134 -0.00181  0.446
P: 0.53290 -1.69403 -1.56591  0.235
O: 0.77874 -0.52946 2.40313  -0.376
O: -0.80623 2.63773 4.37766  0.094
O: -3.75912 1.59947 -1.50783  0.097
N: -1.09649 1.56426 2.34605  -0.053
N: -2.20485 1.06760 0.12594  -0.097
N: -0.25228 2.00707 -1.28061  -0.006
N: 1.35934 2.16281 1.60635  0.003
C: -1.46352 2.08021 -1.85901  -0.176
C: 0.96071 2.63799 2.80099  -0.174
C: 1.77112 3.42322 3.59680  0.030
C: 2.63915 -5.14168 -1.41561  -0.062
C: -2.62885 1.52944 -1.07086  -0.464
C: -1.59749 -1.09240 -3.26024  -0.105
C: 0.63976 3.26099 -3.10551  -0.028
C: 0.97705 -3.86324 -3.24908  -0.066
C: -4.48113 0.56408 3.58558  -0.069
C: 2.59717 2.45933 1.19201  -0.144
C: -0.60715 3.30204 -3.71048  -0.018
C: -1.67717 2.69710 -3.07529  0.022
C: -1.33216 -0.06003 -5.41377  -0.065
C: -0.43139 2.27418 3.28045  -0.455
C: 2.35317 -5.73650 -2.63954  -0.060
C: 3.46437 3.24630 1.92596  -0.024
C: 1.52664 -5.10155 -3.55231  -0.060
C: -2.45293 1.15810 2.46442  -0.216
C: 2.20473 -1.74409 3.83489  -0.135
C: 1.26510 -3.26909 -2.02470  -0.403
C: -3.06055 0.85973 1.23010  -0.230
C: 3.04371 3.74037 3.15028  -0.012
C: 0.84795 -1.58151 4.51473  -0.132
C: 2.17692 -0.63056 2.80853  -0.174
C: -4.37311 0.41233 1.18128  -0.002
C: 0.77656 2.59177 -1.90660  -0.149
C: -2.14906 -0.61642 -4.44232  -0.058
C: -5.07909 0.27025 2.36789  -0.068
C: 0.04003 0.03473 -5.20677  -0.069
C: 0.59665 -0.43222 -4.02849  -0.104
C: -0.05655 -1.29276 3.33573  -0.168
C: 2.09586 -3.90906 -1.10497  -0.105
C: -0.22381 -1.00504 -3.05524  -0.433
C: -3.16594 1.00514 3.64727  -0.016
H: 2.91005 2.03704 0.24659  0.048
H: 4.45109 3.45727 1.53954  0.119
H: -0.92987 -0.69003 3.57375  0.110
H: 3.69951 4.35777 3.74942  0.123
H: 1.74358 2.50964 -1.43631  0.062
H: 0.67542 0.47165 -5.96599  0.113
H: -6.10518 -0.07031 2.33770  0.108
H: -2.68172 2.70181 -3.47353  0.132
H: -1.76352 0.30525 -6.33678  0.113
H: 0.52695 -2.46744 5.05846  0.127
H: -5.04370 0.45482 4.50314  0.108
H: -4.83090 0.19917 0.22741  0.112
H: 0.85978 -0.73606 5.20498  0.126
H: 1.66466 -0.35551 -3.86147  0.099
H: -3.21756 -0.67920 -4.59849  0.117
H: 2.76623 -0.81768 1.91470  0.071
H: 2.77975 -6.70137 -2.87958  0.112
H: 1.50312 3.72964 -3.55541  0.118
H: -2.23388 -1.52261 -2.49733  0.074
H: 0.32980 -3.36972 -3.96199  0.107
H: 3.04697 -1.64158 4.51620  0.126
H: 2.46567 0.32529 3.25302  0.120
H: 2.27065 -2.71602 3.34289  0.124
H: -2.70624 1.25374 4.59150  0.107
H: 1.37625 3.76335 4.54372  0.131
H: -0.36427 -2.20483 2.82211  0.087
H: 2.31310 -3.43614 -0.15463  0.093
H: 3.28513 -5.64249 -0.70733  0.111
H: 1.30533 -5.56711 -4.50297  0.113
H: -0.74253 3.80494 -4.65888  0.123

Forces on atoms 1 to 3 (eV/Å):
Hf 0.1491 0.1074 -0.0632
Se 0.0082 0.0014 0.0393
Se 0.0102 -0.0407 -0.1056

***

C34H30N3O6PS2W | ωB97M-V with the def2-TZVPD basis set

## Properties
ΔE to the lowest compared entry with this formula, charge and spin: 15.4 kcal/mol
Net charge: +2
Expectation value of S²: 2.02
DFT total energy: -3133.6368 Ha
LUMO level (spin up / spin down): -0.224 / -0.254 Ha
HOMO level (spin up / spin down): -13.98 / -14.16 eV
Spin multiplicity: 3

Last column: Mulliken spin population.
Atoms and positions in Å:
W: 0.48937 -0.55046 -0.57134  1.519
S: -1.51125 -2.84888 0.42815  0.017
S: 1.50451 0.28496 1.84074  0.023
P: 0.66033 1.95199 -0.81368  0.058
O: -0.25599 -0.91431 -2.32631  -0.075
O: 0.07637 0.21263 1.30827  0.052
O: 2.21067 -0.37651 0.67489  0.023
O: 1.70152 -0.27954 3.11811  -0.005
O: -0.01182 -2.33372 0.35383  0.074
O: -1.52905 -0.37586 -0.87118  0.013
N: 2.15528 -1.43825 -1.69473  0.006
N: -1.49001 -0.67568 -2.10394  0.240
N: 3.36896 -2.64323 -3.00488  0.001
C: 1.46148 4.09521 0.77618  -0.002
C: 2.57873 3.94634 2.91765  -0.001
C: 2.57010 3.48552 -4.69621  0.001
C: -3.55932 3.80053 -0.76539  -0.002
C: 1.87547 1.97754 1.78301  0.000
C: -0.34264 -4.49687 2.31790  0.001
C: -1.76534 2.67299 0.38164  0.009
C: -2.81269 3.81131 -1.93057  0.002
C: -4.44661 -0.82495 2.24156  0.001
C: -2.53890 -0.71460 3.71980  0.000
C: -1.53739 3.25779 -1.94757  0.005
C: 2.46777 2.56579 2.88777  0.000
C: -3.87113 -0.41406 3.43488  0.000
C: -3.68734 -1.53044 1.31582  -0.004
C: 2.96541 4.05948 -3.49647  0.000
C: -0.40065 -5.59321 3.16198  0.001
C: -1.48774 -6.46035 3.11011  0.000
C: 1.10301 2.00627 -3.50493  0.024
C: -1.00825 2.68937 -0.79187  -0.003
C: 2.42447 3.62031 -2.29302  0.002
C: 1.64159 2.45249 -4.70090  0.004
C: -3.03333 3.23110 0.39033  0.001
C: 1.88270 -3.96903 -1.52337  -0.015
C: 2.43489 -2.69072 -2.04993  0.014
C: 3.70792 -1.33114 -3.28613  -0.005
C: -2.51963 -6.24994 2.20244  0.000
C: -2.47465 -5.16214 1.34410  -0.001
C: 1.47087 2.60513 -2.29184  0.020
C: -1.78366 -1.45139 2.82561  -0.010
C: 2.05067 4.70298 1.88478  0.001
C: -2.37263 -1.84026 1.63001  0.022
C: 1.39471 2.71560 0.68739  -0.007
C: 2.94562 -0.58600 -2.47144  0.015
C: -1.39034 -4.30174 1.43201  0.002
H: 2.99786 3.83367 -5.62998  0.000
H: 3.70224 4.85417 -3.49120  0.000
H: 0.50117 -3.81717 2.34652  -0.004
H: 2.91716 0.48143 -2.36624  -0.009
H: 1.25552 -3.78855 -0.66489  0.006
H: -3.61005 3.22906 1.30760  0.000
H: 3.04413 4.43120 3.76719  0.000
H: -3.27548 -4.98534 0.63220  0.000
H: 4.44810 -1.05790 -4.02147  0.000
H: 1.34111 1.99202 -5.63554  0.000
H: -4.11880 -1.83816 0.36639  -0.001
H: -3.35596 -6.93630 2.15759  0.000
H: -1.37642 2.23458 1.29217  0.000
H: 2.81395 1.95031 3.71215  0.000
H: -5.48495 -0.60318 2.02620  0.000
H: -0.96018 3.29076 -2.86109  0.000
H: 2.77028 4.06216 -1.36826  0.000
H: -3.21336 4.25868 -2.83173  0.000
H: -0.76066 -1.71374 3.06234  -0.002
H: -1.52788 -7.30961 3.78014  0.000
H: 0.40443 -5.77087 3.86449  0.000
H: 2.08111 5.78419 1.94231  0.000
H: 1.02761 4.70508 -0.00845  0.000
H: -4.54838 4.24233 -0.75136  0.000
H: 3.78084 -3.45496 -3.43485  0.000
H: 2.69472 -4.63136 -1.22297  0.000
H: 1.29955 -4.48125 -2.29081  0.001
H: -4.46066 0.14179 4.15485  0.000
H: 0.39492 1.19423 -3.51888  -0.014
H: -2.09397 -0.38933 4.65231  0.000

Forces on atoms 1 to 3 (eV/Å):
W 2.8173 -0.3244 1.9038
S 0.1731 -0.0347 0.7937
S -0.0989 -0.0899 -0.4313

***

C34H31AuN2O7S2Te | ωB97M-V with the def2-TZVPD basis set

## Properties
ΔE to the lowest compared entry with this formula, charge and spin: 0.0 kcal/mol
Net charge: -2
Expectation value of S²: 2.04
DFT total energy: -3150.4548 Ha
LUMO level (spin up / spin down): 0.141 / 0.123 Ha
HOMO level (spin up / spin down): -2.93 / -3.56 eV
Spin multiplicity: 3

Last column: Mulliken spin population.
Atoms and positions in Å:
Au: 11.94440 -17.09278 -8.47033  0.468
Te: 8.51711 -18.68932 -7.68363  0.007
S: 13.44089 -18.48582 -11.03180  0.012
S: 4.79020 -17.70623 -12.34568  0.000
O: 4.42122 -17.35774 -13.69948  0.000
O: 13.43635 -17.09499 -11.46705  0.001
O: 5.39028 -16.53749 -11.65078  0.000
O: 12.95278 -19.46900 -11.95900  0.005
O: 3.78291 -18.44591 -11.57829  0.000
O: 12.27372 -18.79583 -7.05405  0.006
O: 12.33487 -21.04398 -7.05771  0.001
N: 12.81014 -18.62356 -9.61026  0.091
N: 11.37009 -15.43899 -9.23575  1.102
C: 8.61081 -20.28687 -12.14189  0.002
C: 4.76139 -16.39392 -7.78072  0.001
C: 8.60031 -14.39328 -12.08722  0.173
C: 7.07380 -17.09853 -7.68060  -0.009
C: 15.18044 -18.90829 -10.75418  0.004
C: 9.14935 -18.99576 -4.68916  -0.001
C: 9.43877 -16.05873 -10.60369  0.225
C: 6.54563 -14.80754 -8.11685  0.008
C: 10.51378 -15.19008 -10.24616  -0.151
C: 12.34698 -19.94333 -7.60530  -0.005
C: 15.83072 -19.70200 -11.66237  0.000
C: 5.20156 -15.11592 -8.06260  -0.001
C: 17.20457 -18.93147 -9.38852  -0.001
C: 17.85750 -19.67594 -10.37812  0.001
C: 9.94905 -20.99501 -11.92747  0.000
C: 6.26626 -18.80458 -12.43764  -0.001
C: 7.23370 -18.75918 -13.41769  0.000
C: 8.40879 -19.54935 -13.30076  0.000
C: 12.54661 -19.95800 -9.11461  0.004
C: 9.38263 -18.20999 -5.78452  -0.016
C: 10.57041 -16.69730 -4.35461  0.006
C: 6.45144 -19.61793 -11.33862  0.000
C: 5.68980 -17.36723 -7.53097  -0.001
C: 10.57557 -13.90337 -10.83925  0.181
C: 7.64646 -20.33547 -11.15062  -0.001
C: 19.35338 -19.98044 -10.33206  0.000
C: 17.14419 -20.09434 -11.50252  0.000
C: 8.49169 -15.64009 -11.54528  -0.069
C: 9.66361 -13.59238 -11.81618  -0.097
C: 9.66158 -18.70230 -3.42038  0.002
C: 10.36497 -17.53012 -3.24556  0.000
C: 10.05295 -17.01538 -5.61911  0.049
C: 7.49179 -15.81461 -7.94471  0.005
C: 15.82906 -18.63033 -9.57067  -0.002
H: 15.31581 -19.99282 -12.55215  0.000
H: 8.54032 -15.67923 -8.08300  -0.011
H: 19.64531 -20.45056 -9.35107  0.000
H: 6.87386 -13.76805 -8.39844  0.002
H: 9.37733 -17.00758 -10.16863  0.043
H: 17.71222 -18.62512 -8.41340  0.000
H: 10.69630 -17.22570 -2.31715  0.000
H: 11.31316 -13.19833 -10.53718  -0.004
H: 15.38486 -18.06541 -8.72352  0.001
H: 7.84237 -14.05763 -12.81051  0.010
H: 4.44569 -14.32629 -8.21426  0.000
H: 5.59420 -19.61239 -10.68987  0.000
H: 9.45725 -19.33143 -2.54154  0.000
H: 9.82998 -12.67474 -12.34405  -0.002
H: 10.75074 -20.23698 -12.01540  0.000
H: 7.65617 -16.26714 -11.77566  -0.020
H: 19.62653 -20.73479 -11.06634  0.000
H: 3.66825 -16.59855 -7.73465  0.000
H: 17.67524 -20.71477 -12.19744  0.000
H: 8.55805 -19.93522 -4.78754  -0.001
H: 10.23259 -16.35817 -6.47447  -0.027
H: 9.13876 -19.58012 -14.08876  0.000
H: 13.42121 -20.62603 -9.31663  0.000
H: 7.12287 -18.04396 -14.24036  0.000
H: 11.14069 -15.77362 -4.21739  0.001
H: 10.09574 -21.79921 -12.63197  0.000
H: 20.07308 -19.12993 -10.55433  0.000
H: 10.07693 -21.30113 -10.91595  0.000
H: 11.76424 -20.49553 -9.67138  0.010
H: 5.47714 -18.43397 -7.19236  0.000
H: 7.85285 -20.90749 -10.25514  0.000

Forces on atoms 1 to 3 (eV/Å):
Au -0.0921 -0.2581 0.7667
Te -0.1484 0.3248 0.4578
S 0.5148 1.4607 0.0851